(1)
C22H45I2O20S2 | ωB97M-V with the def2-TZVPD basis set

Geometry as XYZ:
```
91
Properties=species:S:1:pos:R:3:forces:R:3
I 5.04138 -1.12180 -0.97011 0.14 0.01 -0.14
I 1.84759 -0.78204 0.42344 -0.33 0.05 0.15
S 1.52733 -3.83162 0.62647 0.01 0.19 0.18
S 0.69561 -3.55593 -1.24865 -0.06 0.01 -0.07
O 15.07087 1.95418 5.30901 -0.01 -0.01 0.01
O -5.40525 2.30920 -5.94162 0.00 0.00 -0.01
O 10.08222 0.05237 -0.33739 0.01 -0.01 0.01
O -3.74340 0.79060 -6.10841 -0.04 0.03 -0.02
O -11.98781 0.19899 3.74061 0.01 0.00 -0.01
O -8.17824 2.67016 0.24065 0.03 -0.03 -0.01
O -4.08701 1.39561 -1.37698 0.00 -0.03 0.00
O -13.39362 0.02503 1.98041 0.01 0.01 0.01
O -12.85009 -1.73101 3.29153 0.01 0.03 0.00
O -2.14367 2.50700 -1.69252 -0.02 0.01 0.02
O -10.28142 3.04881 0.96069 0.06 0.09 -0.02
O -4.58074 1.61051 -7.92540 0.00 0.00 0.01
O 13.64303 0.78107 6.42390 0.01 0.01 -0.01
O 3.10089 -5.95341 -0.31841 -0.03 0.22 -0.37
O 10.04004 -2.02562 -1.21708 0.04 0.03 0.02
O -2.29875 0.25898 -1.81232 -0.02 0.03 0.03
O -8.75451 4.69649 0.72706 0.01 -0.01 -0.01
O 11.70478 -1.47293 0.04650 -0.01 -0.02 0.00
O 13.20737 1.23639 4.25546 -0.01 -0.04 -0.03
O 2.29336 -6.34475 -1.44772 0.17 -0.03 0.03
C 2.23511 -5.54464 0.65632 -0.02 -0.28 0.24
C 5.12792 -3.80074 0.36745 -0.21 -0.12 -0.03
C 12.39599 -0.50857 0.85749 0.04 0.03 0.07
C -13.71079 -2.54643 2.48932 0.00 -0.03 0.02
C -9.74294 5.63822 1.17017 0.02 0.02 0.00
C 10.57123 -1.03818 -0.48284 -0.04 -0.01 -0.02
C -5.50891 2.48172 -8.58780 0.01 -0.01 -0.03
C 4.06925 -2.90201 -0.29731 0.08 -0.15 0.11
C -9.17983 3.43983 0.67202 -0.02 -0.04 -0.02
C -0.91271 0.24466 -2.13994 0.04 -0.09 -0.02
C 13.90726 1.31662 5.23397 -0.01 0.01 -0.02
C -4.65335 1.63837 -6.59969 0.01 0.00 0.03
C -4.76132 2.65313 -1.18315 -0.11 0.06 0.00
C -2.79286 1.49735 -1.62762 0.05 -0.03 -0.02
C 12.40842 0.06172 6.49095 0.00 -0.01 0.03
C 8.83088 -1.65975 -1.88010 -0.02 -0.02 -0.03
C -3.72608 0.72886 -4.68079 0.05 -0.04 0.01
C -11.83779 1.59740 3.44766 0.04 0.03 0.08
C -8.51327 1.27943 0.13640 0.02 0.00 -0.01
C 2.90108 -2.62214 0.65694 0.25 0.20 -0.05
C -12.80093 -0.45112 2.91317 -0.02 -0.03 -0.02
C 15.48338 2.58890 4.09271 0.02 0.01 0.01
H -4.68564 0.39133 -4.29370 -0.01 0.03 0.00
H 2.88196 -6.09691 -2.18163 -0.03 -0.13 0.09
H 3.68344 -3.34397 -1.21430 -0.05 0.00 0.05
H -13.37655 -2.55239 1.45348 0.00 0.01 0.00
H -5.32558 2.34452 -9.64834 0.00 0.00 0.00
H -3.49042 1.70738 -4.26227 -0.01 0.00 0.00
H -8.79664 0.88128 1.10891 -0.01 0.01 0.00
H 12.65358 0.36677 0.26542 -0.02 0.01 0.00
H -11.15977 1.97580 4.20762 -0.01 -0.01 0.01
H 9.00590 -0.84806 -2.58488 0.01 0.01 0.01
H 8.50318 -2.54970 -2.41086 0.01 0.00 0.02
H -5.33038 3.51553 -8.29977 0.00 0.00 0.01
H -4.33657 3.18277 -0.33363 0.03 0.00 -0.01
H 3.21987 -2.62344 1.70159 0.00 -0.06 -0.04
H 11.57067 0.72003 6.26832 0.00 0.00 -0.01
H 16.43484 3.05788 4.32097 0.00 0.00 0.00
H 11.78453 -0.20694 1.70491 -0.01 0.01 -0.01
H 5.59077 -4.45674 -0.36612 0.11 0.11 -0.04
H -0.32403 0.70343 -1.34600 -0.02 0.07 -0.03
H 14.75384 3.33602 3.78671 -0.01 -0.01 0.00
H 13.29353 -1.01034 1.20299 -0.01 -0.01 -0.01
H -5.79938 2.40464 -0.99016 0.01 0.00 0.01
H 12.34293 -0.30439 7.51057 0.00 0.00 0.00
H -4.68269 3.26549 -2.07888 0.04 -0.01 0.00
H -11.41363 1.74799 2.45914 -0.07 -0.03 -0.01
H -0.72084 0.77058 -3.07415 -0.02 0.05 0.02
H -14.73464 -2.18033 2.53355 0.00 0.01 -0.01
H -10.07526 5.39356 2.17693 -0.01 -0.01 0.00
H 5.90108 -3.21017 0.85358 -0.03 -0.01 0.02
H 4.68743 -4.44845 1.12818 -0.02 0.00 0.00
H -10.59632 5.63758 0.49556 0.00 -0.01 0.00
H -0.64661 -0.80469 -2.24559 -0.02 0.00 0.00
H 12.41251 -0.76967 5.78822 0.00 0.01 -0.01
H -9.24715 6.60318 1.15722 0.00 0.00 0.00
H 15.60305 1.85228 3.30056 -0.01 0.00 0.00
H 2.78587 -5.55110 1.59736 -0.01 -0.04 0.05
H -6.53150 2.20680 -8.33815 0.00 0.00 0.01
H 8.07716 -1.34666 -1.15882 0.08 -0.02 -0.01
H 0.72870 -4.87811 -1.48510 0.01 -0.03 -0.10
H -9.33058 1.13550 -0.56707 -0.01 0.00 0.01
H 1.35794 -6.19027 0.73887 -0.05 0.04 -0.03
H -13.64583 -3.54260 2.91577 0.00 0.00 0.00
H -12.79785 2.10519 3.51910 -0.01 -0.02 -0.03
H -7.61307 0.78925 -0.22315 0.00 0.00 0.00
H -2.95158 0.01128 -4.42733 -0.01 0.00 -0.02
```
Forces are in eV/Å.

The HOMO energy comes out at -0.428 Ha. The net charge is +1. As for the lowest unoccupied orbital energy: -4.36 eV. Its strongest force on any atom is 0.44 eV Å⁻¹. As for the total energy: -102354.773 eV. The energy above the lowest of the compared OMol25 structures with the same formula, charge and spin comes out at 0.00 kJ/mol.

(2)
C7H9F6N2O6S2 | ωB97M-V with the def2-TZVPD basis set

Geometry as XYZ:
```
32
Properties=species:S:1:pos:R:3:forces:R:3
S -1.56156 -1.52420 0.82201 -0.05 0.25 0.04
S -2.26613 -4.13687 0.60386 -0.16 -0.29 -0.02
F -3.87877 -6.19285 0.71409 0.15 -0.22 -0.07
F -3.17470 -0.23008 2.45764 0.04 -0.02 0.16
F -3.63817 0.03875 0.37230 -0.03 0.03 -0.16
F -1.92433 1.02904 1.23022 0.26 0.13 -0.03
F -4.34878 -4.64946 2.14481 0.03 -0.01 0.15
F -4.84072 -4.37498 0.06606 -0.04 0.03 -0.15
O -1.07436 -1.23303 -0.49927 -0.06 -0.04 -0.23
O -0.57034 -1.54900 1.86064 0.03 -0.10 0.23
O 2.38809 4.52285 -1.40442 0.54 0.24 0.03
O -1.41484 -4.75645 1.57704 0.04 0.09 0.27
O -1.98065 -4.42716 -0.77085 -0.07 0.15 -0.23
O 4.03875 5.93121 -0.80164 0.14 -0.50 -0.37
N 1.15387 2.62882 -0.61491 1.98 0.16 0.16
N -2.68036 -2.63669 0.91199 0.71 -0.13 -0.18
C 2.03655 0.95382 -2.12486 0.36 -0.41 0.22
C -2.63636 -0.09472 1.24344 -0.44 -0.15 0.06
C 2.09424 3.62990 -0.26850 -1.21 -0.79 0.18
C -3.92467 -4.87452 0.89896 -0.29 0.31 0.12
C 1.74023 0.49076 0.36165 0.07 0.47 -0.23
C 3.68578 4.91338 -1.33360 -0.63 0.88 0.26
C 1.60131 1.43213 -0.78323 -1.26 0.22 -0.03
H 2.80253 0.50929 0.61881 0.28 -0.34 -0.08
H 3.04890 3.17797 0.01577 0.16 -0.05 0.10
H 1.77104 4.22259 0.57870 -0.17 0.59 -0.14
H 1.40691 -0.50089 0.08853 0.05 -0.33 0.21
H 1.22007 0.89580 1.21274 -0.35 -0.13 0.25
H 4.37250 4.21491 -1.82722 0.20 -0.09 -0.02
H 1.28546 1.11713 -2.88179 -0.24 0.07 -0.15
H 2.91054 1.55241 -2.37917 0.09 0.27 -0.17
H 2.35798 -0.07986 -2.08980 -0.13 -0.28 -0.19
```
Forces are in eV/Å.

The HOMO energy comes out at -0.222 Ha. The net charge is -1. As for the lowest unoccupied orbital energy: 2.43 eV. Its strongest force on any atom is 2.00 eV Å⁻¹. As for the total energy: -60644.585 eV.

(3)
C18H17Cl5N3O5Pd | ωB97M-V with the def2-TZVPD basis set

Geometry as XYZ:
```
49
Properties=species:S:1:pos:R:3:forces:R:3
Pd -0.04364 -0.05945 -0.29475 -0.61 -2.06 -2.10
Cl 4.25850 4.56150 3.10194 0.00 -0.09 -0.02
Cl 4.51781 1.57505 2.34201 0.18 0.08 0.09
Cl -0.80020 4.69732 1.56374 -0.11 -0.11 -0.10
Cl 2.09318 0.13055 1.07320 0.02 0.06 0.18
Cl 1.65682 6.16415 2.77233 0.06 0.12 0.07
O -0.19402 1.97437 0.74562 -0.50 0.35 0.11
O -1.12148 -0.09678 -2.31245 -0.05 -0.28 0.61
O -1.28688 -4.91714 3.57844 0.05 0.01 0.05
O 1.59229 -1.68657 3.95236 -0.12 0.10 -0.08
O 0.98923 0.45601 -2.13323 -0.27 0.38 0.86
N 0.00777 -3.36418 4.60916 0.13 0.04 -0.07
N -1.21211 -1.25812 0.90863 0.57 1.38 -0.18
N -1.19372 -0.21933 -4.99084 0.03 -0.01 0.07
C -2.53975 -1.14080 0.78881 -0.07 0.00 -0.08
C -2.84573 -2.67474 2.58208 -0.06 0.03 -0.04
C 0.41483 1.56880 -4.98428 -0.08 0.02 -0.17
C -0.66852 -2.04264 1.84817 0.11 0.02 -0.02
C 2.01410 1.77558 1.52659 -0.05 -0.20 -0.06
C -1.42807 0.65656 -6.21779 0.14 0.23 -0.27
C -0.02205 0.19794 -2.84553 0.01 -0.08 0.09
C 0.65042 3.92415 1.74603 0.15 0.16 0.13
C 0.50401 -2.03160 4.80591 -0.03 -0.18 0.04
C 0.74080 2.49421 1.28391 0.33 0.27 0.32
C 3.06903 2.39233 2.07966 0.19 -0.03 0.05
C 0.10826 0.20874 -4.35186 0.22 0.14 0.10
C 2.95179 3.81129 2.45795 -0.10 0.09 -0.01
C -1.46331 -2.76414 2.71241 0.04 -0.09 -0.02
C -0.88885 -3.78359 3.67355 -0.17 -0.06 0.04
C -3.39189 -1.84318 1.61472 0.04 -0.19 0.08
C 1.73991 4.54677 2.29286 0.06 0.06 0.01
C -0.10100 1.38228 -6.41362 0.01 -0.07 0.15
H 0.41011 -2.10861 1.89435 0.01 0.08 0.06
H -3.48194 -3.26752 3.22786 0.01 0.00 0.00
H 0.78659 -1.94241 5.85282 0.05 0.06 0.02
H -4.46194 -1.75763 1.49329 0.00 0.04 -0.03
H 1.47763 1.79129 -4.94258 0.00 0.00 0.05
H -1.17781 -1.20757 -5.24012 0.03 -0.02 -0.03
H 0.33995 -4.09779 5.21929 -0.01 -0.07 -0.01
H 0.59269 0.76645 -6.98857 -0.01 0.03 -0.02
H -0.28550 -1.31330 4.59989 0.02 0.08 -0.05
H -2.90891 -0.49141 0.00605 0.02 0.06 0.00
H -0.13325 2.36705 -4.47812 0.02 -0.03 0.03
H -1.93441 -0.11392 -4.29205 -0.09 -0.03 -0.02
H -0.23670 2.32245 -6.94201 -0.01 0.00 -0.01
H -1.71717 0.03750 -7.06164 -0.05 -0.10 0.08
H 0.88829 -0.50339 -4.62007 -0.06 -0.09 -0.07
H 2.38165 -2.15963 4.24012 -0.01 -0.05 0.04
H -2.23595 1.34778 -5.99196 -0.03 -0.06 0.11
```
Forces are in eV/Å.

The HOMO energy comes out at -0.616 Ha. The net charge is +3. As for the lowest unoccupied orbital energy: -12.61 eV. Its strongest force on any atom is 3.00 eV Å⁻¹. As for the total energy: -99712.989 eV.

(4)
C5H9NO | ωB97M-V with the def2-TZVPD basis set

Geometry as XYZ:
```
16
Properties=species:S:1:pos:R:3:forces:R:3
O -0.95351 2.15706 0.78145 0.17 -0.35 0.42
N -1.08648 -0.83565 -0.71632 0.00 0.08 0.39
C -0.45695 1.46181 1.63274 -0.13 0.25 -0.27
C -0.25399 -0.03570 1.53418 0.02 0.00 -0.07
C -1.13561 -0.77854 0.54519 -0.06 -0.12 -0.24
C -0.13793 -0.04483 -1.49588 0.06 0.12 -0.11
C 1.29334 -0.58563 -1.49582 0.07 -0.04 0.03
H -0.08061 1.90755 2.57867 -0.03 -0.01 -0.13
H -0.50947 -0.06399 -2.52498 0.05 0.04 0.14
H 1.84311 -0.32092 -0.58704 -0.08 -0.08 -0.10
H -0.39953 -0.45921 2.53560 0.03 0.08 -0.14
H -1.92322 -1.37536 1.01554 0.11 0.01 -0.04
H 0.80913 -0.18868 1.30072 -0.13 0.07 0.02
H 1.30226 -1.67477 -1.59636 -0.03 0.11 -0.01
H -0.15491 0.99948 -1.16533 0.02 -0.11 -0.04
H 1.84436 -0.16260 -2.34238 -0.07 -0.06 0.14
```
Forces are in eV/Å.

The HOMO energy comes out at -0.343 Ha. As for the lowest unoccupied orbital energy: 0.73 eV. Its strongest force on any atom is 0.57 eV Å⁻¹. As for the total energy: -8867.308 eV. The energy above the lowest of the compared OMol25 structures with the same formula, charge and spin comes out at 183.77 kJ/mol.

(5)
C14H16 | ωB97M-V with the def2-TZVPD basis set

Geometry as XYZ:
```
30
Properties=species:S:1:pos:R:3:forces:R:3
C -1.37387 -3.73176 -1.38521 -1.38 1.78 -0.28
C -1.24574 -2.88230 -0.25791 0.37 -2.70 0.43
C 0.54906 -2.69219 -2.39762 -1.61 -0.02 -0.59
C 0.14034 3.88864 0.51090 0.88 -1.21 1.56
C -0.11105 3.23538 -0.68042 -0.35 1.37 -0.74
C -0.02608 -2.28677 -0.07944 0.90 1.47 -0.68
C 1.70377 2.15550 0.97730 -0.17 -1.88 0.80
C 0.98545 3.25932 1.44969 0.39 -0.95 -1.05
C 1.00482 3.45138 2.94856 -0.80 0.25 -0.19
C 0.53651 2.08618 -1.09044 0.85 -0.25 0.49
C -0.65035 -3.42369 -2.53079 0.81 -0.78 0.97
C 1.43303 1.46516 -0.21736 -0.08 1.98 -0.75
C -2.32817 -2.86621 0.76737 -0.98 1.40 0.79
C 0.87083 -2.17086 -1.15922 0.06 -0.70 0.50
H 1.03466 -2.48129 -3.33615 0.75 0.09 0.20
H 1.94836 0.62722 -0.66977 0.37 -0.13 0.82
H 0.23453 -1.72706 0.81842 -0.24 -0.25 0.01
H 2.35256 1.67876 1.72032 0.01 0.07 -0.38
H -0.04561 3.37357 3.26908 0.29 0.29 0.13
H -3.22911 -3.39316 0.46931 0.21 -0.69 -0.03
H -2.13204 -3.02132 1.85542 0.38 -0.29 -0.99
H 0.55986 1.76723 -2.12477 -0.79 -0.20 0.05
H 1.43442 4.36489 3.34320 0.00 0.31 -0.13
H -2.26103 -4.36990 -1.42365 0.28 0.15 -0.18
H -0.25654 4.82595 0.83413 -0.84 0.41 -0.32
H -2.72251 -1.84077 0.74104 0.14 0.15 0.17
H -0.79364 3.72861 -1.35652 -0.03 0.02 -0.28
H 1.84885 -1.76589 -0.95249 0.06 0.38 -0.21
H -0.96037 -3.86794 -3.46665 0.25 0.00 -0.12
H 1.49905 2.61329 3.42368 0.27 -0.08 -0.01
```
Forces are in eV/Å.

The HOMO energy comes out at -0.325 Ha. As for the lowest unoccupied orbital energy: 0.91 eV. Its strongest force on any atom is 2.76 eV Å⁻¹. As for the total energy: -14776.259 eV. The energy above the lowest of the compared OMol25 structures with the same formula, charge and spin comes out at 145.31 kJ/mol.

(6)
C6H6O | ωB97M-V with the def2-TZVPD basis set

Geometry as XYZ:
```
13
Properties=species:S:1:pos:R:3:forces:R:3
O 1.41564 -1.15670 -0.80885 1.84 0.54 -1.43
C 1.56993 -0.14984 0.24207 -0.85 -1.81 -0.47
C 1.12607 1.20119 -0.07488 -0.57 -0.21 0.21
C -0.16975 1.22535 -0.29709 -1.55 -1.27 -1.28
C -0.71802 -0.16072 -0.21464 -1.57 -0.64 0.65
C 0.42254 -1.15013 0.10279 -1.43 1.97 1.96
C -2.03726 -0.45986 -0.11915 0.12 -0.22 1.15
H -0.84749 2.03347 -0.55713 0.40 0.11 0.11
H 0.24329 -2.08305 0.69034 0.13 0.93 -0.38
H -2.26132 -1.47910 0.45164 -0.13 2.22 -1.89
H -2.83205 0.36660 -0.35145 1.40 -1.96 0.70
H 2.36977 -0.24119 0.91227 1.14 -0.74 0.62
H 1.71863 2.05396 0.02408 1.07 1.09 0.04
```
Forces are in eV/Å.

The HOMO energy comes out at -0.333 Ha. As for the lowest unoccupied orbital energy: 0.67 eV. Its strongest force on any atom is 3.12 eV Å⁻¹. As for the total energy: -8363.368 eV. The energy above the lowest of the compared OMol25 structures with the same formula, charge and spin comes out at 302.79 kJ/mol.

(7)
C6H10N4O | ωB97M-V with the def2-TZVPD basis set

Geometry as XYZ:
```
21
Properties=species:S:1:pos:R:3:forces:R:3
O 2.20833 -2.02467 0.35589 -0.67 4.10 -1.69
N 2.52213 0.37058 -0.18090 1.14 0.16 0.75
N 0.09217 -0.17305 0.40828 2.97 -0.66 -0.85
N 3.73705 0.25923 -0.47440 -2.22 -2.20 0.08
N 1.75689 1.36128 0.20533 -1.13 2.21 -0.13
C -0.50954 2.26571 0.51775 3.65 2.73 0.81
C -2.04669 -0.23683 -0.77364 -0.40 2.16 0.69
C -1.04806 -2.30584 0.28178 1.27 0.24 -2.68
C -0.91357 -0.86863 -0.05064 -1.60 -0.64 0.47
C 0.40982 1.14033 0.40239 2.18 -0.40 -1.14
C 1.96605 -0.92491 0.04000 -1.71 -4.89 2.57
H -2.28297 -0.81934 -1.64525 -0.27 -0.40 -0.37
H -1.69819 0.77579 -1.10000 -0.72 -0.90 -0.03
H -0.30819 2.95384 1.39527 -0.09 -1.18 -0.15
H -0.18459 -2.79172 0.72168 -0.09 0.00 0.06
H -1.45724 -2.83289 -0.62420 0.40 0.23 1.00
H -1.84097 -2.20140 0.95392 -1.61 -0.42 1.57
H -0.24717 3.07892 -0.20251 -0.05 -0.90 -0.25
H -1.48783 2.03194 0.46753 -3.12 -0.85 0.07
H 4.36237 1.02421 -0.53909 0.25 2.18 0.03
H -3.02980 -0.08255 -0.15920 1.82 -0.56 -0.82
```
Forces are in eV/Å.

The HOMO energy (spin up / spin down) comes out at -0.724 / -0.724 Ha. The net charge is +2. As for the lowest unoccupied orbital energy (spin up / spin down): -11.52 / -11.52 eV. Its strongest force on any atom is 5.78 eV Å⁻¹. As for the total energy: -14367.576 eV. The energy above the lowest of the compared OMol25 structures with the same formula, charge and spin comes out at 573.64 kJ/mol.

(8)
C3H3NO3 | ωB97M-V with the def2-TZVPD basis set

Geometry as XYZ:
```
10
Properties=species:S:1:pos:R:3:forces:R:3
O 1.02741 0.78246 -0.19684 -0.29 0.29 0.63
O -0.62022 -1.45686 0.02458 1.66 0.30 -0.30
O -2.42010 -0.32050 -0.17187 -0.43 1.42 0.04
N 0.83751 -1.57214 -0.05053 0.55 2.15 0.97
C 1.51791 -0.44649 -0.03144 -1.83 -2.83 -1.54
C -0.36806 0.95341 0.09754 -0.26 -0.20 0.79
C -1.23933 -0.23742 -0.05909 0.47 -2.86 -0.31
H -0.54897 1.20399 1.16138 0.48 0.43 -0.45
H -0.77498 1.68226 -0.56519 0.03 0.89 -0.23
H 2.58883 -0.58871 -0.20854 -0.37 0.41 0.40
```
Forces are in eV/Å.

The HOMO energy comes out at -0.376 Ha. As for the lowest unoccupied orbital energy: 0.49 eV. Its strongest force on any atom is 3.71 eV Å⁻¹. As for the total energy: -10789.611 eV. The energy above the lowest of the compared OMol25 structures with the same formula, charge and spin comes out at 298.06 kJ/mol.